Here is a molecular structure, C29H48ClF6OOsP at a distorted geometry from the Open Molecules 2025 dataset. Energies are from ωB97M-V with the def2-TZVPD basis set.

- DFT total energy: -73477.4705 eV
- Orbital gap (spin up / spin down): 0.2140 / 0.2501 Ha
- Charge: 0
- E_HOMO (spin up / spin down): -6.28 / -8.52 eV
- Multiplicity: 5
- LUMO energy (spin up / spin down): -0.46 / -1.72 eV

Atoms and positions in Å:
Os (0.361, 0.108, 0.412)
Cl (2.100, 1.734, 1.005)
P (1.074, 0.729, -1.977)
C (0.490, -0.869, 1.966)
H (0.531, -1.962, 2.094)
H (0.802, -0.409, 2.932)
C (0.132, 0.020, -3.417)
C (2.800, 0.047, -1.889)
C (0.259, -1.500, -3.517)
H (-0.919, 0.254, -3.152)
C (-0.653, -2.065, -4.608)
H (1.303, -1.773, -3.740)
H (0.014, -1.974, -2.553)
C (-0.455, -1.367, -5.958)
H (-0.467, -3.142, -4.708)
H (-1.697, -1.950, -4.278)
C (-0.468, 0.161, -5.855)
H (0.504, -1.693, -6.385)
H (-1.236, -1.695, -6.651)
C (0.471, 0.682, -4.760)
H (-0.186, 0.611, -6.814)
H (-1.489, 0.497, -5.621)
H (1.517, 0.452, -5.027)
H (0.396, 1.776, -4.698)
C (1.135, 2.578, -2.084)
C (3.493, -0.141, -3.238)
H (3.336, 0.811, -1.298)
C (4.962, -0.492, -2.981)
H (3.003, -0.956, -3.793)
H (3.420, 0.766, -3.858)
C (5.118, -1.722, -2.075)
H (5.462, -0.663, -3.942)
H (5.451, 0.371, -2.509)
C (4.271, -1.663, -0.795)
H (4.842, -2.620, -2.643)
H (6.175, -1.839, -1.805)
C (2.817, -1.241, -1.064)
H (4.276, -2.638, -0.291)
H (4.709, -0.939, -0.095)
H (2.292, -2.049, -1.598)
H (2.259, -1.083, -0.107)
C (-0.251, 3.169, -2.384)
H (1.393, 2.870, -1.051)
C (-0.199, 4.703, -2.311)
H (-0.602, 2.846, -3.377)
H (-0.986, 2.796, -1.652)
C (0.935, 5.303, -3.147)
H (-1.164, 5.106, -2.634)
H (-0.062, 4.986, -1.259)
C (2.299, 4.644, -2.901)
H (0.684, 5.210, -4.212)
H (1.010, 6.375, -2.935)
C (2.250, 3.113, -2.986)
H (3.037, 5.017, -3.620)
H (2.657, 4.916, -1.897)
H (2.087, 2.793, -4.027)
H (3.221, 2.703, -2.673)
C (-1.617, 0.311, 0.149)
C (-1.111, -0.232, 1.559)
H (-1.592, -0.164, -0.952)
C (-1.399, 0.694, 2.709)
H (-1.825, -1.081, 1.504)
C (-2.831, 1.236, 2.865)
H (-1.091, 0.084, 3.562)
H (-0.743, 1.562, 2.611)
C (-3.300, 1.781, 1.524)
H (-3.554, 0.459, 3.226)
H (-2.854, 2.024, 3.655)
C (-3.061, 0.674, 0.464)
H (-4.357, 2.084, 1.515)
H (-2.692, 2.655, 1.263)
H (-3.613, -0.210, 0.839)
H (-3.553, 0.961, -0.479)
C (-1.233, -3.653, 1.224)
C (-0.628, -3.485, -0.161)
O (-0.154, -2.305, -0.543)
C (0.578, -4.516, -0.318)
F (0.188, -5.806, -0.060)
F (1.153, -4.497, -1.554)
F (1.558, -4.199, 0.590)
C (-1.790, -3.917, -1.147)
F (-2.432, -5.055, -0.734)
F (-2.731, -2.920, -1.178)
F (-1.391, -4.135, -2.428)
H (-0.578, -3.245, 1.990)
H (-1.389, -4.712, 1.394)
H (-2.188, -3.132, 1.260)

Here is a molecular structure, C40H35AuN2O3P at a distorted geometry from the Open Molecules 2025 dataset. Energies are from ωB97M-V with the def2-TZVPD basis set.

- DFT total energy: -64147.5491 eV
- Orbital gap: 0.2494 Ha
- Charge: +1
- E_HOMO: -9.84 eV
- LUMO energy: -3.05 eV

Atoms and positions in Å:
Au (-0.143, 1.012, -0.696)
O (-0.297, -0.227, 4.093)
C (-0.578, -0.997, 3.245)
O (-0.389, -0.621, 1.872)
C (-1.166, -2.350, 3.308)
C (-1.446, -3.045, 4.476)
C (-2.044, -4.288, 4.354)
C (-2.363, -4.807, 3.097)
C (-2.082, -4.104, 1.935)
C (-1.466, -2.870, 2.059)
P (-0.971, -1.665, 0.815)
C (-2.521, -1.052, 0.196)
C (-3.149, -1.632, -0.902)
C (-4.433, -1.225, -1.237)
C (-5.076, -0.252, -0.488)
C (-4.449, 0.315, 0.616)
C (-3.173, -0.087, 0.966)
C (0.079, -2.508, -0.318)
C (0.065, -2.218, -1.683)
C (0.887, -2.933, -2.533)
C (1.752, -3.890, -2.020)
C (1.798, -4.146, -0.656)
C (0.953, -3.465, 0.202)
H (-1.205, -2.620, 5.441)
H (-2.272, -4.864, 5.240)
H (-2.837, -5.778, 3.030)
H (-2.332, -4.513, 0.964)
H (-2.657, -2.399, -1.485)
H (-4.930, -1.672, -2.088)
H (-6.076, 0.061, -0.758)
H (-4.955, 1.068, 1.205)
H (-2.678, 0.355, 1.823)
H (-0.550, -1.417, -2.071)
H (0.874, -2.720, -3.594)
H (2.407, -4.433, -2.688)
H (2.486, -4.880, -0.260)
H (0.979, -3.678, 1.263)
O (0.256, 0.646, -3.708)
C (-0.264, 1.925, -4.058)
C (-1.750, 1.754, -4.305)
C (-2.482, 1.183, -3.084)
C (-2.675, 2.183, -1.977)
C (-3.686, 3.137, -2.085)
C (-3.892, 4.052, -1.074)
C (-3.070, 4.007, 0.046)
C (-2.078, 3.054, 0.091)
N (-1.884, 2.157, -0.895)
H (1.217, 0.677, -3.706)
H (0.223, 2.305, -4.960)
H (-0.089, 2.650, -3.252)
H (-1.884, 1.080, -5.153)
H (-2.188, 2.716, -4.585)
H (-1.930, 0.322, -2.710)
H (-3.474, 0.839, -3.382)
H (-4.308, 3.140, -2.970)
H (-4.677, 4.792, -1.154)
H (-3.183, 4.702, 0.865)
H (-1.391, 2.992, 0.925)
N (1.600, 0.056, -0.557)
C (2.574, 0.654, -0.005)
C (2.455, 2.007, 0.643)
C (1.726, 2.155, 1.821)
C (1.551, 3.410, 2.386)
C (2.095, 4.532, 1.773)
C (2.832, 4.389, 0.605)
C (3.024, 3.130, 0.052)
C (3.925, 0.008, 0.023)
C (4.184, -1.071, -0.823)
C (5.415, -1.703, -0.801)
C (6.406, -1.268, 0.073)
C (6.158, -0.198, 0.918)
C (4.925, 0.441, 0.889)
H (1.296, 1.282, 2.293)
H (0.997, 3.511, 3.312)
H (1.959, 5.511, 2.212)
H (3.268, 5.258, 0.130)
H (3.616, 3.017, -0.849)
H (3.396, -1.397, -1.489)
H (5.610, -2.533, -1.468)
H (7.370, -1.760, 0.089)
H (6.925, 0.144, 1.600)
H (4.740, 1.278, 1.550)